25
Properties=species:S:1:pos:R:3:nbo_charge:R:1 method="wB97M-V/def2-TZVPD" homo_lumo_gap_ev="7.427 / 2.639" s_squared=0.753 spin_multiplicity=2 charge=+1 homo_energy_ha="-0.4050 / -0.4050" energy_ha=-824.3703 largest_force_ev_per_a=8.4 de_lowest_kcal_mol=42.90
C 0.02 -2.60 -0.68 -0.63
C 1.93 0.40 0.56 -0.25
C 1.50 0.34 1.88 0.28
C 1.35 -0.48 -0.37 -0.24
C 0.59 -1.57 0.17 -0.03
C 0.83 -0.78 2.35 -0.24
C 0.42 -1.78 1.58 -0.21
O 1.67 1.45 2.67 -0.69
H 2.62 1.22 0.18 0.23
H 1.57 -0.41 -1.31 0.19
H 0.79 -0.77 3.46 0.22
H 1.80 1.28 3.64 0.49
H -0.93 -2.20 -0.91 0.19
H -0.15 -3.57 -0.16 0.23
H -0.05 -2.71 1.91 0.23
H 0.47 -2.78 -1.62 0.22
C -1.89 0.26 -2.10 -0.72
C -1.43 3.10 -0.88 -0.79
S -1.86 2.12 -2.39 0.83
H -2.84 -0.08 -1.90 0.27
H -1.50 -0.18 -3.05 0.28
H -1.27 -0.08 -1.38 0.26
H -1.23 4.15 -1.04 0.28
H -0.37 2.65 -0.55 0.30
H -2.08 3.05 -0.05 0.28